# 1
The following is a DFT calculation (wB97M-V/def2-TZVPD) of C22H16BrN4O2Rh as an isolated structure.

Each line ends with the Löwdin spin population.
Positions of all 46 atoms, in Å:
C: -2.89182 -0.69806 -0.41011  0.04
H: 3.11368 4.41463 0.40841  0.00
H: 0.90645 3.91711 0.36474  0.02
N: 0.65506 -4.97665 2.45346  0.00
N: 0.15302 -1.99913 -0.60454  0.00
C: -2.99203 4.21924 0.41168  0.03
N: -1.96056 0.23906 -0.24539  0.03
H: 6.27320 1.53938 -0.07028  0.00
C: 1.06563 2.86386 0.19794  0.44
H: 0.11764 -1.64760 -2.64187  0.01
C: -4.00370 3.27297 0.24703  0.33
C: 5.21859 1.76860 -0.01950  0.07
H: 0.34876 -5.75215 -1.39299  0.00
Rh: 0.08092 0.04445 -0.25618  0.95
C: -1.66348 3.87665 0.36281  0.22
H: -0.91573 4.64140 0.49607  0.01
H: -3.26310 5.25224 0.58267  0.00
H: -4.96974 -1.19819 -0.51044  0.00
H: 4.55340 -0.24362 -0.31148  0.00
H: -2.53845 -1.70605 -0.57755  0.00
O: 2.09747 0.03525 -0.23118  0.25
Br: 5.98551 4.45381 0.37251  0.15
C: 4.26763 0.78808 -0.15229  0.17
C: 2.86293 1.04765 -0.09346  0.15
C: -1.27401 2.50522 0.13719  0.18
N: -0.04848 2.03783 0.06762  0.22
O: 0.13061 -6.48815 0.86033  0.00
C: -2.34149 1.51712 -0.03418  0.06
H: -5.70242 1.15254 -0.12041  0.00
H: 0.20686 -2.50805 1.38458  0.00
C: 0.35828 -5.34769 1.18751  0.00
C: 0.30606 -4.68834 -1.19737  0.00
C: 0.16985 -2.41541 -1.87937  0.01
H: 0.71437 -5.70899 3.14346  0.00
C: 0.24440 -3.75203 -2.21476  0.00
H: -5.04338 3.56839 0.28867  0.01
H: 0.24967 -4.04660 -3.25436  0.00
C: -4.25082 -0.40361 -0.37170  0.01
C: 0.31071 -4.26419 0.12714  0.00
C: 2.40911 2.41529 0.11515  0.09
C: -4.65117 0.89579 -0.15611  0.04
C: -3.68195 1.89460 0.01892  0.03
C: 4.78782 3.07357 0.18272  0.23
C: 3.39281 3.38109 0.24867  0.24
C: 0.23196 -2.90782 0.37823  0.01
H: 0.97990 -4.06351 2.70804  0.00

Forces on atoms 1 to 6 (eV/Å):
0.0 0.0 0.0
0.0 0.0 0.0
0.0 0.0 0.0
-0.1 0.0 0.0
0.0 0.1 -0.2
0.0 0.0 0.0

Results
total charge: +2
⟨S²⟩: 6.050
spin multiplicity: 5
HOMO-LUMO gap (alpha / beta): 0.2200 / 0.2109 hartree
HOMO energy (alpha / beta): -12.59 / -14.87 eV



# 2
The following is a DFT calculation (wB97M-V/def2-TZVPD) of C23H33N5O2 in the gas phase.

Each line ends with the natural charge from an NBO analysis.
Positions of all 63 atoms, in Å:
H: 0.77697 -1.77729 -1.27963  0.22
H: -5.80050 -1.86906 -1.84787  0.23
H: 5.59270 -2.73449 0.89822  0.19
H: -5.64207 -5.06840 1.74946  0.20
N: 6.97362 -1.21049 -0.83293  -0.44
C: 7.73095 -1.05801 -2.05476  -0.40
H: -1.45040 -0.76245 -1.65947  0.21
H: -6.72157 -0.27178 0.44398  0.40
H: -5.58738 -3.85412 -0.45834  0.21
H: -6.02902 -4.18198 3.22479  0.21
H: -7.32756 -2.12277 -0.96618  0.19
C: -5.28764 1.70968 -0.11107  -0.50
C: 1.19301 1.12918 0.44308  -0.05
N: 2.69864 -0.74028 0.06052  -0.51
H: 1.11023 3.06033 2.50498  0.23
H: 5.86986 -2.81251 -1.55870  0.20
C: 6.77955 0.05690 -0.15398  -0.24
N: -2.29460 1.50946 -0.78210  -0.62
H: -2.86844 0.92878 -1.39244  0.44
O: -2.41887 3.35579 0.55930  -0.62
C: -5.26229 0.36701 -0.82809  0.69
C: 3.41119 1.13820 1.35780  -0.30
H: 8.69996 -0.61846 -1.82108  0.20
C: 4.98120 -2.08251 0.26785  -0.23
H: 4.00079 -2.52590 0.10267  0.25
H: -5.02186 1.55257 0.93776  0.23
C: -4.34752 2.74736 -0.73543  -0.49
O: -4.51754 0.10944 -1.75774  -0.66
C: 2.21118 1.77145 1.20619  0.07
H: -4.67511 3.74804 -0.45245  0.24
H: 7.89118 -2.04007 -2.49738  0.20
H: 7.75793 0.51107 0.02203  0.20
N: -6.16611 -0.51380 -0.36059  -0.60
C: -1.01455 1.01029 -0.52433  0.13
C: -6.22237 -3.01454 1.41597  -0.40
H: -6.31447 2.08352 -0.14109  0.23
C: -6.26911 -1.86770 -0.86126  -0.22
C: -0.70019 -0.24959 -1.07320  -0.23
H: -4.37656 2.65576 -1.82254  0.23
C: -5.55838 -4.10520 2.24760  -0.60
C: 1.96344 3.10884 1.83040  -0.64
H: -0.32542 2.64868 0.63489  0.25
H: -6.14896 -2.06564 1.95237  0.19
H: 2.83481 3.43977 2.39092  0.21
C: -2.91008 2.58518 -0.24135  0.68
C: 6.07384 -0.18480 1.18459  -0.21
H: 1.73919 3.84884 1.06339  0.23
H: -7.28263 -3.24879 1.29078  0.19
H: -4.50300 -3.88494 2.39066  0.21
H: 7.22405 -0.41813 -2.79479  0.16
C: 1.50505 -0.14317 -0.10321  0.16
H: -4.52274 -2.59022 0.16038  0.21
H: 4.18202 1.60584 1.95064  0.21
H: 5.03957 -1.24194 -1.71519  0.17
C: 3.63547 -0.13483 0.76309  0.41
C: -5.56738 -2.88437 0.04208  -0.40
H: 5.95794 0.75638 1.71809  0.21
C: 0.52537 -0.81290 -0.86632  -0.19
N: 4.79991 -0.82830 0.96845  -0.41
C: -0.07561 1.68740 0.22048  -0.24
H: 6.17229 0.75666 -0.75960  0.16
C: 5.69100 -1.85410 -1.06653  -0.24
H: 6.68888 -0.85723 1.79127  0.20

Forces on atoms 1 to 6 (eV/Å):
0.0 -0.1 0.0
-0.2 0.0 0.1
0.0 0.0 0.0
0.0 -0.1 0.0
0.0 0.0 0.0
0.0 0.0 0.0

Results
SMILES string: CCCCNC(=O)CCC(=O)Nc1ccc2nc(N3CCN(C)CC3)cc(C)c2c1
energy above the lowest of the compared OMol25 structures with the same formula, charge and spin: 0.0 kcal/mol
HOMO-LUMO gap: 0.2848 hartree
HOMO energy: -7.11 eV